{
  "formula": "C4H12BN",
  "method": "ωB97M-V with the def2-TZVPD basis set",
  "lumo_energy_ev": 0.74,
  "smiles": "CB(C)N(C)C",
  "multiplicity": 1,
  "e_above_lowest_ev": 0.741,
  "total_charge": 0,
  "largest_force_ev_per_a": 2.902,
  "gap_ev": 9.77,
  "symbols": ["C", "B", "C", "N", "C", "C", "H", "H", "H", "H", "H", "H", "H", "H", "H", "H", "H", "H"],
  "xyz": [[-1.056168, 1.464970, -0.962913], [-0.796434, 0.100276, -0.195892], [-1.878115, -0.871017, 0.539992], [0.601516, -0.157469, 0.064145], [1.610959, 0.716564, -0.408063], [1.223562, -1.336630, 0.796176], [-0.412185, 2.213478, -0.593206], [-2.076696, 1.843199, -0.853348], [-0.825996, 1.492528, -2.116228], [-2.823186, -0.948748, 0.022024], [-1.926991, -0.559578, 1.600609], [-1.337816, -1.793965, 0.626965], [2.419387, 0.419344, 0.182471], [1.780047, 0.572659, -1.469911], [1.390223, 1.762409, -0.304011], [1.686657, -0.801183, 1.681325], [0.494333, -2.095740, 1.122177], [1.926902, -2.021095, 0.267687]],
  "forces_ev_per_a": [[-0.94, -0.62, -2.36], [0.92, -0.46, 1.03], [1.66, 1.24, -0.27], [-1.93, -2.17, 0.02], [-0.27, 0.02, -0.98], [-0.81, 0.98, 0.73], [0.69, 1.02, 0.61], [0.02, -0.14, -0.08], [-0.44, -0.44, 2.02], [-0.28, -0.14, 0.28], [-0.57, 0.21, -0.50], [-0.38, -0.95, -0.27], [2.10, 0.37, 0.35], [0.50, -0.16, -0.29], [-0.06, 0.44, 0.45], [-0.13, -1.39, -0.72], [-0.10, 0.87, 0.22], [0.03, 1.31, -0.25]]
}


{
  "formula": "C4H6OS3",
  "method": "ωB97M-V with the def2-TZVPD basis set",
  "lumo_energy_ev": -1.70,
  "smiles": "OC[C@@H](S)C(=S)C=S",
  "multiplicity": 1,
  "e_above_lowest_ev": 1.676,
  "total_charge": 0,
  "largest_force_ev_per_a": 2.683,
  "gap_ev": 6.99,
  "symbols": ["O", "C", "C", "S", "C", "S", "C", "S", "H", "H", "H", "H", "H", "H"],
  "xyz": [[0.941931, -0.865402, 1.332318], [1.174486, 0.379247, 0.685466], [0.305452, 0.546031, -0.585934], [0.814391, -0.544468, -1.921856], [-1.146773, 0.366707, -0.335693], [-2.242505, 1.505334, -0.887290], [-1.563063, -0.843283, 0.424739], [-2.931230, -0.891233, 1.328269], [1.741510, -1.152903, 1.737543], [1.145225, 1.254551, 1.325897], [2.221476, 0.363934, 0.271106], [0.428382, 1.598108, -0.882468], [-0.023017, -0.016127, -2.890638], [-0.866265, -1.700496, 0.398540]],
  "forces_ev_per_a": [[-0.91, 0.79, -0.34], [1.87, -0.82, -1.74], [0.10, 1.19, 0.94], [-0.29, -0.11, -0.87], [-2.00, 1.02, -0.21], [1.28, -1.39, 0.59], [-0.98, -0.25, 0.42], [1.17, -0.11, -0.66], [0.89, -0.30, 0.51], [-0.63, 0.01, 0.31], [-0.68, 0.14, 0.42], [0.16, -0.40, -0.10], [0.61, -0.31, 0.85], [-0.59, 0.55, -0.11]]
}


{
  "formula": "C5H9NO",
  "method": "ωB97M-V with the def2-TZVPD basis set",
  "lumo_energy_ev": 0.90,
  "smiles": "C[C@@]1(O)CN2C[C@H]21",
  "multiplicity": 1,
  "e_above_lowest_ev": 2.967,
  "total_charge": 0,
  "largest_force_ev_per_a": 0.406,
  "gap_ev": 10.17,
  "symbols": ["C", "C", "O", "C", "N", "C", "C", "H", "H", "H", "H", "H", "H", "H", "H", "H"],
  "xyz": [[1.451599, -1.034582, 0.017169], [0.576633, 0.222584, -0.013064], [1.390315, 1.382728, 0.142794], [-0.354675, 0.545844, -1.196228], [-1.480829, 0.918642, -0.283689], [-1.864801, -0.330766, 0.366104], [-0.669852, 0.376537, 0.854950], [1.172951, -1.745217, 0.803856], [2.473543, -0.692274, 0.201700], [1.453575, -1.568526, -0.940490], [1.658851, 1.438469, 1.070916], [-0.609214, -0.279874, -1.870372], [0.009825, 1.401510, -1.766134], [-1.790593, -1.265422, -0.188134], [-2.765081, -0.227068, 0.968017], [-0.652240, 0.857418, 1.832600]],
  "forces_ev_per_a": [[0.05, 0.03, 0.00], [-0.11, -0.16, -0.09], [0.07, 0.13, 0.31], [0.08, -0.02, -0.28], [-0.13, 0.15, -0.12], [-0.10, -0.23, 0.01], [0.14, 0.05, 0.38], [-0.07, 0.17, -0.13], [-0.05, -0.26, -0.02], [-0.08, 0.12, 0.17], [0.01, 0.00, -0.22], [0.06, 0.08, 0.11], [-0.09, -0.09, 0.07], [0.07, 0.12, 0.06], [0.18, -0.08, -0.08], [-0.01, -0.02, -0.15]]
}